The following is a DFT calculation (ωB97M-V with the def2-TZVPD basis set) of a single CH2O3S molecule in a non-equilibrium geometry.

Cartesian coordinates (Å):
C1 -0.710 0.696 -0.832
O1 -0.098 -0.156 -0.016
O2 0.327 -0.689 2.430
O3 -0.941 0.081 -1.930
S1 0.426 0.439 1.525
H1 1.723 0.478 0.938
H2 -0.727 -0.849 -2.115

Output
M   94.09 g/mol
E_tot   -663.09298 Eh
Highest occupied orbital energy   -9.795 eV
HOMO-LUMO gap   10.233 eV
Charge   0
LUMO level   0.438 eV
Energy above the lowest of the compared OMol25 structures with the same formula, charge and spin   209.8 kJ/mol